[1]
Density functional theory data (the ωB97M-V functional and the def2-TZVPD basis) for a 2-piece molecular cluster, C5H12N2O2 overall.

The LUMO energy comes out at 0.0193 hartree. Its energy above the lowest of the compared OMol25 structures with the same formula, charge and spin is 4.076 eV. The SMILES is C/C=C(/C)O.NNC=O. Its spin multiplicity is 1. The value obtained for the total energy is -457.59913 a.u.

Positions of all 21 atoms, in Å:
C1 -2.014 1.186 1.005
C2 -1.022 1.133 -0.115
C3 -0.661 -0.011 -0.760
C4 -0.379 -0.074 -2.230
O1 -1.000 -1.204 -0.168
H1 -2.756 1.957 0.800
H2 -2.621 0.292 1.155
H3 -1.534 1.397 1.962
H4 -0.927 2.048 -0.679
H5 0.612 0.341 -2.422
H6 -0.360 -1.099 -2.597
H7 -1.054 0.542 -2.818
H8 -1.566 -1.555 0.523
N1 1.548 -0.657 2.068
N2 1.913 0.021 0.883
C5 2.055 -0.634 -0.347
O2 2.959 -0.392 -1.127
H9 0.560 -0.902 1.971
H10 2.061 -1.535 2.136
H11 2.521 0.818 1.032
H12 1.666 -1.673 -0.271

natural (NBO) atomic charge list, values in e, 2 entries: C -0.643; C -0.279

***

[2]
Density functional theory data (the ωB97M-V functional and the def2-TZVPD basis) for a 2-piece molecular cluster, C5H12N2O2 overall.

The LUMO energy comes out at 0.0158 hartree. Its energy above the lowest of the compared OMol25 structures with the same formula, charge and spin is 3.279 eV. The SMILES is CNC(C)=O.CC(N)=O. Its spin multiplicity is 1. The value obtained for the total energy is -457.62841 a.u.

Positions of all 21 atoms, in Å:
C1 3.259 0.621 0.344
N1 1.993 0.344 -0.410
C2 1.407 -0.803 -0.298
C3 0.008 -1.020 -1.098
O1 1.866 -1.662 0.493
H1 3.241 -0.305 0.972
H2 4.071 1.117 -0.196
H3 2.904 1.405 1.237
H4 1.400 1.180 -0.826
H5 -0.398 0.028 -1.592
H6 -0.791 -1.461 -0.440
H7 0.300 -1.776 -2.032
C4 -2.393 1.288 -0.081
C5 -2.408 -0.187 0.327
N2 -1.664 -0.675 1.362
O2 -3.045 -0.943 -0.459
H8 -2.725 1.225 -1.239
H9 -1.210 1.426 0.050
H10 -3.093 1.936 0.583
H11 -1.615 -1.694 1.503
H12 -1.107 -0.043 1.799

natural (NBO) atomic charge list, values in e, 2 entries: C -0.459; N -0.609

***

[3]
Density functional theory data (the ωB97M-V functional and the def2-TZVPD basis) for a 2-piece molecular cluster, C5H12N2O2 overall.

The LUMO energy comes out at 0.0053 hartree. Its energy above the lowest of the compared OMol25 structures with the same formula, charge and spin is 2.560 eV. The SMILES is C[C@H](N)[C@H](C)O.N=C=O. Its spin multiplicity is 1. The value obtained for the total energy is -457.65486 a.u.

Positions of all 21 atoms, in Å:
C1 0.199 -1.925 0.364
C2 -0.698 -0.741 0.736
N1 -2.123 -0.964 0.494
C3 -0.318 0.519 -0.065
C4 -0.979 1.802 0.410
O1 -0.360 0.321 -1.400
H1 -0.132 -2.824 0.885
H2 0.151 -2.104 -0.710
H3 1.239 -1.732 0.633
H4 -0.580 -0.512 1.800
H5 -2.269 -1.138 -0.496
H6 -2.445 -1.781 1.001
H7 0.885 0.679 0.192
H8 -2.057 1.699 0.273
H9 -0.621 2.650 -0.172
H10 -0.789 1.978 1.470
H11 0.599 0.747 -1.779
N2 2.106 0.882 -1.569
C5 2.375 0.852 -0.352
O2 3.077 0.967 0.590
H12 2.739 0.624 -2.306

natural (NBO) atomic charge list, values in e, 2 entries: C -0.628; C -0.082

***

[4]
Density functional theory data (the ωB97M-V functional and the def2-TZVPD basis) for C5H12N2O3 as an isolated structure.

The LUMO energy comes out at 0.0286 hartree. Its energy above the lowest of the compared OMol25 structures with the same formula, charge and spin is 1.415 eV. Its spin multiplicity is 1. The value obtained for the total energy is -532.94199 a.u.

Positions of all 22 atoms, in Å:
C1 1.067 0.854 1.033
C2 -0.816 -1.005 1.316
C3 0.643 2.201 1.575
N1 -0.178 -0.044 0.429
H1 -0.875 0.619 0.099
H2 1.424 0.199 1.826
H3 1.929 0.969 0.381
H4 -0.059 -1.714 1.651
H5 -1.600 -1.547 0.782
H6 -1.276 -0.514 2.179
H7 0.323 2.862 0.772
H8 -0.168 2.094 2.293
H9 1.481 2.659 2.100
C4 0.647 -0.752 -1.191
C5 -0.699 -1.051 -1.887
N2 -1.135 -0.044 -2.655
O1 1.203 -1.897 -0.717
O2 1.330 0.224 -1.547
O3 -1.287 -2.099 -1.657
H10 0.503 -2.580 -0.748
H11 -1.965 -0.149 -3.217
H12 -0.493 0.714 -2.817

natural (NBO) atomic charge list, values in e, 2 entries: C -0.200; C -0.430